Record 1
C32H49F13NO8PS7 | ωB97M-V/def2-TZVPD

Cartesian coordinates (Å):
O  -4.1228  0.5248  -2.0940
P  -2.5114  0.5203  -1.5320
O  -2.6378  0.9341  0.1226
C  -1.9264  -1.2683  -1.5104
C  -2.6502  -2.3134  -2.2634
C  -2.1632  -3.7027  -2.1896
C  -0.9626  -4.0432  -1.4106
C  -0.2201  -3.0203  -0.6529
C  -0.7403  -1.6609  -0.7252
S  0.1608  -0.3722  0.2119
C  1.8463  -1.0489  0.2507
C  2.9767  -0.0997  0.3579
C  2.6113  1.4125  0.3872
C  3.7753  2.3817  0.8039
C  4.6637  2.8986  -0.3681
F  5.6770  2.0112  -0.7335
F  5.3492  4.0218  0.1305
C  3.8524  3.4283  -1.6312
F  2.6158  3.9365  -1.2671
F  4.5636  4.5317  -2.1045
C  3.7832  2.4202  -2.8448
F  3.5923  1.1094  -2.4776
F  5.0393  2.4549  -3.4406
C  2.7554  2.8398  -3.9931
F  3.3870  2.5157  -5.1920
F  2.5102  4.1844  -4.0535
C  1.4229  1.9541  -3.9877
F  1.7740  0.7629  -4.5997
F  0.8976  1.7831  -2.7399
C  0.2679  2.5781  -4.8861
F  -0.2955  3.5902  -4.1312
F  -0.6884  1.6189  -5.0574
F  0.7135  3.0869  -6.0605
C  4.3051  -0.6738  0.4246
C  4.5380  -2.1293  0.3467
C  3.3781  -3.0115  0.2328
C  1.9935  -2.4957  0.1863
N  0.9223  -3.4651  0.1140
H  -4.6356  0.9571  -1.3791
H  -2.1235  1.7530  0.2344
H  -3.5713  -2.0940  -2.8542
H  -2.7299  -4.4970  -2.7387
H  -0.6841  -5.1178  -1.4075
H  1.8024  1.5279  1.1669
H  2.1254  1.6543  -0.5913
H  3.3126  3.2944  1.2777
H  4.3837  1.8955  1.6054
H  5.1992  -0.0242  0.5385
H  5.5913  -2.4811  0.3728
H  3.6014  -4.1070  0.1820
H  0.6587  -3.8228  1.0350
C  -4.0682  -3.4231  2.1331
S  -3.5207  -5.1037  1.7853
O  -2.4800  -5.0212  0.7218
C  -5.0526  -5.6402  0.9989
H  -3.2475  -2.8815  2.5977
H  -4.3521  -2.9254  1.2038
H  -4.9145  -3.4504  2.8181
H  -5.2732  -5.0012  0.1426
H  -5.8676  -5.5952  1.7228
H  -4.9246  -6.6684  0.6615
C  -4.1064  -2.0771  7.3341
S  -4.8261  -2.6100  5.7698
O  -4.0779  -1.9237  4.6791
C  -6.3909  -1.7397  5.9813
H  -3.0958  -2.4780  7.4015
H  -4.0691  -0.9877  7.3729
H  -4.7052  -2.4633  8.1601
H  -6.2075  -0.6718  6.1070
H  -6.9130  -2.1375  6.8526
H  -6.9975  -1.9016  5.0910
C  -0.0932  4.5683  4.6717
S  0.4555  2.8877  4.3159
O  1.5017  2.9750  3.2556
C  -1.0726  2.3574  3.5218
H  0.7290  5.1063  5.1428
H  -0.3732  5.0715  3.7452
H  -0.9432  4.5358  5.3545
H  -1.2893  3.0019  2.6683
H  -1.8902  2.3989  4.2425
H  -0.9443  1.3305  3.1789
C  4.0023  2.9046  6.3345
S  4.6772  1.9967  4.9307
O  3.9975  0.6745  4.8840
C  6.3111  1.7394  5.6499
H  2.9604  3.1405  6.1209
H  4.0597  2.2916  7.2351
H  4.5630  3.8303  6.4725
H  6.2207  1.2002  6.5940
H  6.7930  2.7047  5.8122
H  6.9051  1.1514  4.9512
C  -3.8652  6.1769  -7.3817
S  -3.9808  5.2494  -5.8395
O  -4.8973  5.9989  -4.9366
C  -2.2952  5.5857  -5.2970
H  -4.8330  6.1366  -7.8802
H  -3.6073  7.2158  -7.1715
H  -3.1082  5.7231  -8.0230
H  -2.1376  6.6626  -5.2203
H  -1.5907  5.1521  -6.0079
H  -2.1503  5.1280  -4.3206
C  1.7510  -5.8740  -4.2165
S  -0.0229  -6.1802  -4.1357
O  -0.3202  -6.7179  -2.7783
C  -0.0228  -7.5766  -5.2761
H  1.9886  -5.0526  -3.5408
H  2.2961  -6.7676  -3.9092
H  2.0257  -5.5965  -5.2351
H  0.6354  -8.3619  -4.9017
H  0.3109  -7.2423  -6.2594
H  -1.0399  -7.9600  -5.3501

- 2S+1: 1
- LUMO: 0.3 eV
- Frontier orbital gap: 0.2792 hartree
- DFT total energy: -6332.11190 hartree
- HOMO level: -7.30 eV

***

Record 2
C32H49F8N3O19P | ωB97M-V/def2-TZVPD

Cartesian coordinates (Å):
C  4.5132  2.5547  -2.7931
C  4.2758  2.5854  -4.4420
C  2.9017  1.8201  -4.9046
C  1.5793  2.7790  -5.0357
N  1.1506  3.4660  -3.7589
C  0.4820  2.5294  -2.7773
C  0.7769  3.1199  -1.2551
N  0.5395  2.0489  -0.1696
C  1.8252  1.2387  -0.1348
C  1.8131  -0.0296  0.9015
O  1.1167  -1.2311  0.4257
C  1.6602  -1.7414  -0.8406
C  3.2398  -2.1770  -0.8001
F  3.7427  -2.5988  0.5277
F  4.0726  -1.1183  -1.4593
F  3.3588  -3.3843  -1.6979
C  -0.6495  1.2392  -0.6334
P  -1.7299  0.9437  0.9610
C  -0.9807  1.8781  2.4697
O  -1.7066  -0.7349  1.4327
C  -1.6489  2.0297  -1.6851
C  -3.0476  1.1232  -1.8199
C  -3.8297  1.3587  -3.2519
C  -5.3413  0.6546  -3.1754
C  -5.5933  -0.4245  -4.4219
O  -6.7181  -0.2731  -5.1612
O  -4.6579  -1.5184  -4.7514
N  -1.0249  2.3479  -3.0248
H  3.9157  3.4501  -2.2826
H  4.2681  1.5174  -2.3099
H  5.6818  2.7183  -2.6471
H  5.1775  1.9559  -4.8933
H  4.3608  3.6655  -4.8882
H  3.0671  1.3115  -5.9471
H  2.7367  0.9344  -4.1236
H  0.6918  2.1380  -5.4889
H  1.8584  3.6216  -5.8339
H  2.0233  3.8242  -3.3053
H  0.9473  1.4489  -2.9509
H  1.9027  3.4897  -1.1177
H  0.1195  4.0956  -1.0602
H  2.6597  1.9880  0.2752
H  2.1993  0.9633  -1.2348
H  1.2941  0.2708  1.9331
H  2.9500  -0.2410  1.1880
H  1.0409  -2.7302  -1.0913
H  1.4349  -1.0114  -1.7561
H  -0.3585  0.2209  -1.1685
H  -1.8362  2.2419  3.2180
H  -0.2761  1.1872  3.1345
H  -0.3566  2.8269  2.1887
H  -1.0414  -0.7960  2.2061
H  -2.0168  3.0673  -1.2248
H  -2.8419  -0.0145  -1.6274
H  -3.8053  1.4897  -0.9749
H  -3.2737  0.7817  -4.1327
H  -3.8909  2.4854  -3.5890
H  -6.1840  1.4646  -3.2380
H  -5.4953  0.0488  -2.1630
H  -4.6821  -2.2458  -4.0561
H  -1.4021  3.2214  -3.4594
H  -1.0857  1.5454  -3.7188
C  3.0640  -3.4147  3.6921
C  3.7904  -3.6083  4.9792
O  3.9244  -2.2983  5.4822
C  2.8496  -1.6189  4.9925
O  2.4669  -0.5429  5.4210
O  2.2473  -2.2942  3.9665
F  5.0270  -4.1105  4.7643
H  3.7344  -3.1798  2.8585
H  2.4588  -4.2840  3.4212
H  3.2568  -4.2292  5.7067
C  -2.3071  -4.1808  -4.8849
C  -1.3971  -5.1898  -4.2721
O  -0.2752  -4.4294  -3.8847
C  -0.7633  -3.1838  -3.6261
O  -0.1558  -2.3253  -3.0083
O  -2.0211  -3.0159  -4.1373
F  -0.9987  -6.0998  -5.1891
H  -2.0859  -3.9973  -5.9417
H  -3.3603  -4.4587  -4.7901
H  -1.8159  -5.6998  -3.3980
C  3.4165  -6.4136  -2.7166
C  3.7177  -7.8656  -2.5656
O  2.4756  -8.4236  -2.2011
C  1.5414  -7.6147  -2.7752
O  0.3686  -7.9179  -2.9181
O  2.0807  -6.4240  -3.1788
F  4.5913  -8.0743  -1.5553
H  3.4679  -5.8694  -1.7677
H  4.0770  -5.9246  -3.4377
H  4.0829  -8.3457  -3.4798
C  0.5438  3.9555  6.5820
C  -0.2422  5.1738  6.2360
O  -1.2656  4.6797  5.4020
C  -1.4718  3.3978  5.8152
O  -2.4544  2.7353  5.5264
O  -0.4461  2.9467  6.6000
F  0.5063  6.0440  5.5218
H  1.2986  3.7099  5.8275
H  1.0352  4.0401  7.5551
H  -0.6843  5.6828  7.0991
C  -5.0524  3.5885  7.1021
C  -4.6414  3.2519  8.4948
O  -5.8435  3.3457  9.2249
C  -6.8255  3.0365  8.3323
O  -7.9674  2.7434  8.6454
O  -6.3726  3.0871  7.0424
F  -3.7767  4.1718  8.9781
H  -5.0649  4.6671  6.9131
H  -4.4165  3.1085  6.3534
H  -4.2194  2.2476  8.6079

- 2S+1: 1
- LUMO: -2.7 eV
- Charge: +1
- Frontier orbital gap: 0.2985 hartree
- DFT total energy: -3982.31137 hartree
- HOMO level: -10.81 eV

***

Record 3
C32H49FO18 | ωB97M-V/def2-TZVPD

Cartesian coordinates (Å):
C  -2.7778  -0.6579  1.4277
O  -2.3018  -1.9713  1.1103
C  -2.4427  -2.8410  2.2347
C  -1.6422  -4.1964  2.0339
C  -0.1362  -3.8542  1.7094
C  0.8866  -4.2340  2.8510
C  2.2114  -3.3884  2.8535
C  3.0895  -3.6173  1.5403
C  3.7392  -2.2628  1.0834
C  4.2033  -1.2535  2.0398
C  4.8223  0.0561  1.6579
C  4.9240  0.3470  0.2185
C  4.4739  -0.6501  -0.7448
C  3.9016  -1.9673  -0.3406
C  3.5264  -2.9107  -1.4845
O  3.3700  -4.1080  -1.3644
C  3.3590  -2.3782  -2.9683
F  2.7145  -3.1684  -3.8768
C  3.8729  -1.1840  -3.3366
C  4.5984  -0.3055  -2.2721
O  5.2300  0.6719  -2.6016
H  -3.8996  -0.6346  1.5182
H  -2.4744  0.1057  0.6709
H  -2.3694  -0.3275  2.4258
H  -2.1364  -2.3388  3.1934
H  -3.5427  -3.1137  2.2862
H  -1.7862  -4.9084  2.8821
H  -2.0850  -4.6464  1.0982
H  0.1455  -4.4761  0.8096
H  0.0342  -2.7834  1.4326
H  0.3668  -4.2041  3.8516
H  1.1966  -5.3145  2.7160
H  1.9070  -2.3060  2.9600
H  2.8117  -3.6737  3.7586
H  3.8264  -4.4474  1.6484
H  2.3403  -3.8619  0.7364
H  4.1038  -1.4902  3.1222
H  5.2002  0.8029  2.3969
H  5.3407  1.3136  -0.1583
H  3.7887  -0.7937  -4.3828
C  7.8273  -1.8654  3.7236
O  6.8295  -1.5510  4.6949
C  7.1741  -1.8671  5.9495
O  8.2109  -2.3723  6.2921
O  6.1626  -1.5224  6.7560
C  6.3929  -1.8041  8.1362
H  7.4329  -1.5731  2.7513
H  8.7416  -1.3042  3.9196
H  8.0299  -2.9369  3.7041
H  7.2547  -1.2466  8.5044
H  6.5315  -2.8744  8.2929
H  5.5110  -1.4841  8.6886
C  -4.0545  4.9985  1.1732
O  -3.7489  5.0846  -0.2189
C  -3.0004  4.0746  -0.6809
O  -2.5891  3.1461  -0.0350
O  -2.7917  4.2792  -1.9857
C  -2.0018  3.2717  -2.6187
H  -4.6607  5.8657  1.4310
H  -4.6299  4.0967  1.3861
H  -3.1423  5.0230  1.7701
H  -2.4950  2.3009  -2.5576
H  -1.0071  3.2269  -2.1742
H  -1.9012  3.5442  -3.6678
C  6.7476  -3.8979  -2.8232
O  7.8732  -3.0632  -2.5493
C  8.6862  -3.5334  -1.5972
O  8.5411  -4.5604  -0.9859
O  9.6905  -2.6616  -1.4421
C  10.6429  -3.0380  -0.4491
H  6.1613  -3.4211  -3.6073
H  7.0758  -4.8739  -3.1821
H  6.1204  -4.0022  -1.9371
H  11.1218  -3.9817  -0.7126
H  10.1702  -3.1072  0.5315
H  11.4046  -2.2608  -0.4129
C  -5.9496  5.4777  -1.8932
O  -6.0246  5.8555  -3.2691
C  -6.6291  4.9583  -4.0505
O  -7.0913  3.9043  -3.6922
O  -6.6333  5.4323  -5.3023
C  -7.2544  4.5684  -6.2525
H  -5.4429  6.2750  -1.3576
H  -6.9505  5.3590  -1.4729
H  -5.3738  4.5640  -1.7788
H  -8.3046  4.4125  -6.0024
H  -6.7269  3.6154  -6.3095
H  -7.1981  5.0547  -7.2250
C  -13.1848  5.4042  -2.9475
O  -12.7174  4.0594  -2.8592
C  -11.4272  3.9481  -2.5167
O  -10.6752  4.8612  -2.2901
O  -11.1219  2.6478  -2.4704
C  -9.7642  2.3775  -2.1146
H  -14.2357  5.3692  -3.2301
H  -13.1009  5.9054  -1.9825
H  -12.6370  5.9529  -3.7146
H  -9.5452  2.7585  -1.1161
H  -9.0805  2.8051  -2.8480
H  -9.6326  1.2966  -2.1085

- 2S+1: 1
- LUMO: -1.2 eV
- SMILES: COCCCCCCc1cccc2c1C(=O)C(F)=CC2=O.COC(=O)OC.COC(=O)OC.COC(=O)OC.COC(=O)OC.COC(=O)OC
- Frontier orbital gap: 0.3081 hartree
- DFT total energy: -2702.84484 hartree
- HOMO level: -9.54 eV

***

Q: Which of these has the highest LUMO?
A: C32H49F13NO8PS7

***

Q: LUMO of number 2 (C32H49F8N3O19P)?
A: -2.7 eV

***

Q: Look up the 2S+1 of the third one.
A: 1

***

Q: The highest frontier orbital gap belongs to which entry?
A: C32H49FO18